DFT (wB97M-V/def2-TZVPD) results for one molecule with the formula C3H5NO3S.

Geometry as XYZ:
```
13
Properties=species:S:1:pos:R:3
C -2.05432 -0.81875 0.25339
S -0.48227 -1.46218 -0.35719
C 0.65204 -0.14109 -0.18463
N 0.48981 1.12672 -0.15658
O -0.78701 1.57125 -0.34458
C 2.10117 -0.58496 -0.08667
O 2.42754 -1.73286 -0.17126
O 2.98443 0.40980 0.06600
H -1.94476 -0.34738 1.22595
H -2.67471 -1.69262 0.40827
H -2.50262 -0.12012 -0.43317
H -0.68957 2.52474 -0.29499
H 2.48026 1.26746 0.07545
```

Computed properties:
SMILES	CS/C(=N\O)C(=O)O
ΔE to the lowest compared entry with this formula, charge and spin	166.92	kJ/mol
LUMO energy	0.29	eV
Kohn-Sham gap	9.53	eV
E_tot	-21658.44705	eV
total charge	0

Population analysis type Löwdin, resulting atomic charges in e: -0.3876 0.9802 -0.5193 -0.0181 -0.0372 -0.5515 0.1035 0.1044 0.0453 0.0323 0.0254 0.1083 0.1144



DFT (wB97M-V/def2-TZVPD) results for an isolated ion of composition C6H10NO and charge +1.

Geometry as XYZ:
```
18
Properties=species:S:1:pos:R:3
C -0.79083 0.09408 1.43737
C -0.64250 -0.61110 0.16661
C -0.52986 -2.08044 0.42924
N 0.66332 -0.05158 -0.27810
C 1.24916 0.03842 -1.63375
C 1.79055 1.29996 -1.57188
C 0.78333 1.38617 -0.60662
O -0.47248 2.17939 -0.67618
H 0.03828 -0.15727 2.13003
H -0.72606 1.15166 1.41751
H -1.84718 -0.14651 1.85364
H -1.37623 -0.40957 -0.64673
H -0.12419 -2.20288 1.40247
H 0.22798 -2.40091 -0.32410
H -1.50735 -2.60506 0.34956
H 1.44467 -0.36108 0.22713
H 2.22986 2.00503 -2.26118
H -0.41047 2.87169 -1.41501
```

Computed properties:
SMILES	CC(C)[N@H+]1C2=C[C@]21O
ΔE to the lowest compared entry with this formula, charge and spin	502.56	kJ/mol
LUMO energy (spin up / spin down)	-4.73 / -4.73	eV
Kohn-Sham gap (spin up / spin down)	9.88 / 9.88	eV
E_tot	-9909.18475	eV
total charge	+1

Population analysis type Löwdin, resulting atomic charges in e: -0.0579 -0.3806 -0.0177 0.0170 0.1551 0.0964 -0.1526 0.0428 0.1160 0.0626 0.1569 0.1808 0.0750 0.1068 0.1231 0.1704 0.1392 0.1667



DFT (wB97M-V/def2-TZVPD) results for one molecule with the formula C3H8N4O.

Geometry as XYZ:
```
16
Properties=species:S:1:pos:R:3
C 1.08406 0.07817 0.55885
C 2.57552 0.09548 0.58418
C -0.78598 -0.65286 -0.51274
N -1.75280 -1.62318 -0.54526
O 0.50780 0.86306 1.50178
N 0.45958 -0.88765 -0.06734
N -1.15067 0.61861 -0.81015
N -2.40257 1.00243 -0.61432
H -0.47073 0.85175 1.41814
H -0.31765 1.26736 -0.65768
H -1.41704 -2.56006 -0.69560
H -2.61713 -1.26470 -0.93265
H -2.54265 1.92216 -1.02604
H 2.93423 -0.34023 1.51788
H 2.96611 -0.49127 -0.23971
H 2.92991 1.12094 0.52068
```

Computed properties:
ΔE to the lowest compared entry with this formula, charge and spin	351.95	kJ/mol
LUMO energy (spin up / spin down)	0.27 / 0.27	eV
Kohn-Sham gap (spin up / spin down)	6.75 / 6.75	eV
E_tot	-11245.97598	eV
total charge	0

Population analysis type Löwdin, resulting atomic charges in e: -0.4139 -0.0001 -0.4481 0.1518 0.0728 0.1480 -0.1631 -0.0656 0.1242 0.1597 0.0965 0.0758 -0.0042 0.0941 0.0839 0.0881



DFT (wB97M-V/def2-TZVPD) results for C16H16CoF5N4SSbSe as an isolated structure.

Geometry as XYZ:
```
45
Properties=species:S:1:pos:R:3
Co 0.64299 -0.79098 0.77542
N 4.71350 -1.61805 1.84805
C 3.42983 -1.68893 1.44250
S 2.19242 -1.24281 2.57371
N 3.18125 -2.13787 0.23773
N 1.88831 -2.08879 -0.07043
C 1.37599 -2.93647 -0.87371
C -0.08760 -3.00014 -0.92580
C -0.78432 -3.81258 -1.81176
C -2.16134 -3.87587 -1.71442
C -2.80269 -3.13702 -0.72796
C -2.04048 -2.33634 0.10338
N -0.72457 -2.25062 0.00823
H 4.88432 -1.52863 2.83023
H 5.41915 -2.04290 1.27242
H 1.97974 -3.67079 -1.39963
H -0.23950 -4.36782 -2.56039
H -2.73094 -4.51117 -2.37642
H -3.87469 -3.18103 -0.60155
H -2.51174 -1.74505 0.88701
F -5.56318 2.13140 -0.70702
C -4.31934 1.72413 -0.92185
C -3.53735 1.28435 0.12960
F -4.02847 1.25892 1.37197
C -2.24009 0.88140 -0.10432
F -1.52979 0.49752 0.97467
C -1.66370 0.87632 -1.37689
Se 0.08281 0.27339 -1.73739
C -2.48589 1.33490 -2.41048
F -2.00212 1.37678 -3.64597
C -3.78416 1.75092 -2.20108
F -4.53349 2.17621 -3.21642
C 2.58217 2.62115 -0.52238
Sb 1.50134 1.72068 1.09788
C 0.02087 3.25898 1.34434
C 2.85924 2.39671 2.61930
H 2.89934 3.62125 -0.23398
H 1.94488 2.66922 -1.40237
H 3.45373 2.01012 -0.75528
H 0.51976 4.22573 1.39587
H -0.52891 3.08159 2.26853
H -0.67123 3.25310 0.50254
H 2.94067 3.48105 2.55399
H 3.83707 1.94561 2.45452
H 2.49621 2.11243 3.60560
```

Computed properties:
multiplicity	2
ΔE to the lowest compared entry with this formula, charge and spin	87.29	kJ/mol
LUMO energy (spin up / spin down)	-0.97 / -0.40	eV
Kohn-Sham gap (spin up / spin down)	6.46 / 7.01	eV
E_tot	-156743.76088	eV
total charge	0

Population analysis type Löwdin, resulting atomic charges in e: 0.0447 0.0790 -0.8575 0.5917 -0.0041 -0.1515 -0.0754 -0.2787 -0.0104 -0.0462 -0.0388 -0.1199 0.0268 0.0782 0.0994 0.1319 0.1174 0.1108 0.1085 0.1207 0.1292 -0.1489 -0.1538 0.1179 -0.2840 -0.0111 -0.5148 0.7657 -0.2681 0.0801 -0.1457 0.1258 -0.3168 1.2935 -0.2909 -0.3183 0.0070 -0.0277 0.0083 0.0091 0.0096 0.0009 0.0043 0.0019 0.0002



DFT (wB97M-V/def2-TZVPD) results for C2HFLiO as an isolated structure.

Geometry as XYZ:
```
6
Properties=species:S:1:pos:R:3
H -0.09109 -1.29422 0.60159
C 0.16828 -0.23596 0.06164
C -1.13011 -0.41391 -0.55908
O 1.18538 0.15500 -0.45480
F -1.98589 0.50592 -0.24747
Li 2.21287 0.37531 -1.75592
```

Computed properties:
ΔE to the lowest compared entry with this formula, charge and spin	103.61	kJ/mol
LUMO energy	-5.47	eV
Kohn-Sham gap	9.62	eV
E_tot	-7049.42146	eV
total charge	+1

Population analysis type Löwdin, resulting atomic charges in e: 0.1931 -0.2362 0.1181 -0.0747 0.1272 0.8725



DFT (wB97M-V/def2-TZVPD) results for C5H8N2O as an isolated structure.

Geometry as XYZ:
```
16
Properties=species:S:1:pos:R:3
C 0.47363 0.63693 -0.07631
C 0.64684 -0.42334 1.04266
C -0.15481 -1.21208 0.01117
C 0.58705 -0.43776 -1.13111
C -0.91980 0.79897 -0.07979
H 2.26614 1.38840 0.22852
H 1.69736 -0.83802 0.99935
H 0.27500 -0.03198 2.05785
H -0.20781 -2.27198 -0.05906
H 0.27377 -0.20149 -2.03303
H 1.55479 -0.97152 -1.35338
H -2.16898 -0.92729 0.61219
H -2.61297 1.51575 0.06753
N -1.49870 -0.57202 -0.15216
N -1.60357 1.83700 -0.05724
O 1.39207 1.71044 -0.07721
```

Computed properties:
ΔE to the lowest compared entry with this formula, charge and spin	321.90	kJ/mol
LUMO energy	0.80	eV
Kohn-Sham gap	10.20	eV
E_tot	-10339.38986	eV
total charge	0

Population analysis type Löwdin, resulting atomic charges in e: -0.5069 -0.0233 -0.2771 -0.0264 -0.4283 0.1136 0.1357 0.1537 0.1262 0.0693 0.1432 0.1523 0.0889 0.0663 0.1795 0.0332



DFT (wB97M-V/def2-TZVPD) results for a 2-piece molecular cluster, C2O3 overall.

Geometry as XYZ:
```
5
Properties=species:S:1:pos:R:3
C 2.86707 0.65865 1.22170
C -1.92675 -0.19120 -0.48643
O -1.12996 -0.22388 -1.35447
O -2.81797 -0.16896 0.26940
O 3.00761 -0.07462 0.34980
```

Computed properties:
ΔE to the lowest compared entry with this formula, charge and spin	9.31	kJ/mol
LUMO energy	0.41	eV
Kohn-Sham gap	13.46	eV
E_tot	-8216.74722	eV
total charge	0

Population analysis type Löwdin, resulting atomic charges in e: 0.0048 -0.3820 0.1837 0.1971 -0.0037



DFT (wB97M-V/def2-TZVPD) results for C18H27N2O6P2V as an isolated structure.

Geometry as XYZ:
```
56
Properties=species:S:1:pos:R:3
V 0.52587 -0.94339 -0.73249
P 2.02382 0.81399 0.59154
C 2.61817 1.67978 -0.94732
C 1.77746 1.27304 -2.17978
N 0.64086 0.53162 -2.04681
C -0.23246 0.33982 -3.06279
C 0.12590 0.72182 -4.33719
C 1.30051 1.43938 -4.54884
C 2.09004 1.76042 -3.45242
C -1.47470 -0.46099 -2.76555
P -2.04260 -0.16674 -0.99332
H 2.85772 2.51741 -3.59937
H -0.49641 0.39235 -5.15298
H 1.54059 1.73527 -5.56010
H -2.29009 -0.12878 -3.41920
H -1.34004 -1.54784 -2.96704
H 2.46978 2.74689 -0.73962
H 3.71452 1.37601 -1.16520
H -0.19820 5.25051 -0.07135
O -0.06695 5.84343 -0.82305
H 0.83319 6.22519 -0.61874
H -1.43833 2.53356 0.56118
O -1.93689 2.59594 1.45659
H -2.22632 3.55780 1.35422
C -3.17371 1.31469 -1.23255
H -3.94128 1.13190 -2.00057
H -3.67108 1.50798 -0.26887
H -2.59886 2.20977 -1.51884
C -3.27631 -1.52396 -0.75010
H -3.75112 -1.36568 0.22311
H -4.05641 -1.58356 -1.51749
H -2.72627 -2.46855 -0.70097
C 3.46896 -0.31173 0.64200
H 4.40467 0.25438 0.62456
H 3.44412 -0.95490 1.52668
H 3.47490 -0.97263 -0.23226
C 2.31107 2.01295 1.97187
H 2.30321 1.53723 2.96203
H 3.23788 2.59368 1.89519
H 1.49204 2.73999 1.94769
O 2.36141 -3.77629 0.24217
C 1.20521 -3.31160 0.30806
O 0.39169 -2.94997 -0.71426
C 0.53473 -3.18960 1.71055
C -0.48662 -2.26432 2.12322
C -1.05923 -2.43979 3.39344
C -0.62524 -3.52885 4.18754
C 0.38274 -4.42849 3.81381
C 0.92379 -4.24465 2.55059
N -1.21839 -3.77461 5.46313
O -2.12818 -3.02338 5.87047
O -0.79010 -4.74314 6.13918
H -0.82472 -1.36912 1.55301
H -1.82079 -1.79683 3.85775
H 0.71659 -5.22081 4.48749
H 1.70822 -4.88512 2.16525
```

Computed properties:
multiplicity	4
LUMO energy (spin up / spin down)	-3.39 / -3.64	eV
Kohn-Sham gap (spin up / spin down)	8.27 / 8.46	eV
E_tot	-78625.79898	eV
total charge	+1

Population analysis type Löwdin, resulting atomic charges in e: 0.7247 0.8699 -0.2664 -0.2711 -0.0858 -0.3202 0.0046 -0.0027 -0.0025 -0.2822 0.8902 0.1299 0.1280 0.1252 0.0986 0.1173 0.0917 0.1278 0.0082 -0.0790 0.0692 0.0399 -0.1235 0.0762 -0.2490 0.0580 0.0438 0.0438 -0.2491 0.0513 0.0579 0.0436 -0.2764 0.0558 0.0569 0.0504 -0.2397 0.0592 0.0589 0.0322 0.0473 -0.5489 -0.2014 -0.1085 -0.0239 0.0209 -0.1517 0.0409 -0.0022 -0.3156 0.0659 0.0605 0.0688 0.1259 0.1326 0.1234



DFT (wB97M-V/def2-TZVPD) results for one molecule with the formula C6H9N.

Geometry as XYZ:
```
16
Properties=species:S:1:pos:R:3
C -2.16885 -1.43004 -0.28991
C -1.30227 -0.48235 -0.05188
C -0.43158 0.47496 0.14968
C -0.62086 1.53543 1.20785
C 0.76837 0.58459 -0.75203
C 1.77933 -0.49475 -0.79184
N 2.10282 0.80152 -0.19865
H -2.97958 -1.28095 -0.99962
H -2.10821 -2.39633 0.20493
H 0.21517 1.53454 1.91801
H -1.54469 1.37272 1.76844
H -0.65603 2.53308 0.75450
H 0.59290 1.15991 -1.66053
H 2.30737 -0.72939 -1.71186
H 1.61791 -1.34045 -0.12643
H 2.08310 0.73161 0.81491
```

Computed properties:
SMILES	C=C=C(C)[C@@H]1CN1
ΔE to the lowest compared entry with this formula, charge and spin	281.17	kJ/mol
LUMO energy	1.03	eV
Kohn-Sham gap	10.27	eV
E_tot	-7855.24553	eV
total charge	0

Population analysis type Löwdin, resulting atomic charges in e: 0.0145 -0.0603 -0.2703 -0.0477 -0.2965 -0.1417 0.0219 0.0573 0.0559 0.0732 0.0807 0.0856 0.1390 0.0978 0.1084 0.0822



DFT (wB97M-V/def2-TZVPD) results for one molecule with the formula C4H11NOSi.

Geometry as XYZ:
```
18
Properties=species:S:1:pos:R:3
C -1.83186 0.05532 -0.00137
C 0.64921 -1.79920 0.86610
C 0.62976 1.31677 1.34536
C 0.81761 -0.10770 -1.53546
N 0.43804 1.48811 -1.98666
O -0.61037 1.54985 -2.60224
Si 0.09404 -0.08814 0.23810
H -2.13437 0.10121 -1.01287
H -2.44875 -0.92753 0.45496
H -2.17294 0.89925 0.53186
H 0.96672 -1.82460 1.94951
H -0.31745 -2.39773 0.77990
H 1.38894 -2.20038 0.16383
H 0.04558 2.15964 1.20978
H 0.54620 1.02102 2.41087
H 1.80340 1.65169 1.15691
H 1.95264 -0.27736 -1.66443
H 0.18361 -0.62024 -2.30415
```

Computed properties:
multiplicity	3
ΔE to the lowest compared entry with this formula, charge and spin	0.00	kJ/mol
LUMO energy (spin up / spin down)	0.91 / -0.88	eV
Kohn-Sham gap (spin up / spin down)	8.77 / 9.79	eV
E_tot	-15737.82197	eV
total charge	0

Population analysis type Löwdin, resulting atomic charges in e: -0.1753 -0.2001 -0.2016 -0.1644 -0.1181 -0.0723 0.4986 -0.0172 0.0970 -0.0115 0.0406 0.0373 0.0134 -0.0215 0.0321 0.1042 0.0875 0.0713



DFT (wB97M-V/def2-TZVPD) results for an isolated ion of composition C6H16N6OS and charge +2.

Geometry as XYZ:
```
30
Properties=species:S:1:pos:R:3
C -2.27330 0.92146 0.07341
N -1.88098 -0.23543 -0.68251
C -0.81476 -0.69176 -1.11244
C -0.73996 -1.94893 -1.91189
S 0.93918 -2.17859 -2.40424
C 1.56405 -1.12784 -1.08733
C 0.51078 0.00807 -0.88133
N 0.69872 0.82945 -2.07385
N 0.69919 0.73696 0.41435
N 1.81985 1.57957 0.14287
C 0.62224 0.12687 1.76009
O 1.73487 -0.59254 1.94317
N -0.32485 0.40499 2.50491
N -0.72332 0.17714 3.70965
H -2.36804 0.59700 1.02994
H -1.60473 1.75735 0.08268
H -3.31787 1.34558 -0.32482
H -2.76360 -0.63391 -1.08812
H -1.34390 -2.72164 -1.32574
H -1.37567 -2.02889 -2.81405
H 2.48575 -0.64261 -1.53211
H 1.73528 -1.63461 -0.16915
H -0.00323 1.59695 -2.22024
H 0.63148 0.28771 -3.01001
H 1.90250 1.61121 -0.94858
H 1.79879 2.49935 0.71303
H 2.70713 0.98683 0.36587
H 1.74699 -1.01683 2.77669
H -0.30196 -0.34308 4.38648
H -1.76062 0.33018 3.68326
```

Computed properties:
SMILES	C/[NH+]=C1/CSC[C@]1(N)N([NH3+])/C(O)=N/N
ΔE to the lowest compared entry with this formula, charge and spin	340.51	kJ/mol
LUMO energy	-7.31	eV
Kohn-Sham gap	8.37	eV
E_tot	-28284.33770	eV
total charge	+2

Population analysis type Löwdin, resulting atomic charges in e: -0.0046 0.1068 -0.2104 -0.3940 1.0029 -0.3698 -0.4771 0.0780 -0.0267 0.1965 -0.3988 0.1207 0.0171 0.1062 0.0455 0.0877 0.1759 0.2143 0.1499 0.1195 0.1199 0.0738 0.1442 0.1509 0.1736 0.2349 0.2084 0.1148 0.0851 0.1545



DFT (wB97M-V/def2-TZVPD) results for a 7-piece molecular cluster, H13O7 overall.

Geometry as XYZ:
```
20
Properties=species:S:1:pos:R:3
O 0.08183 -0.21902 0.18296
H 0.31812 -1.03522 0.56645
O -1.80759 -0.25813 2.28273
H -2.67699 -0.06068 1.78606
H -1.35590 -0.60662 1.55554
O -0.02335 -1.92111 -1.81609
H -0.27495 -1.55163 -0.82912
H -0.13050 -1.19825 -2.48468
O 2.26053 0.37183 -1.52022
H 1.93509 0.99909 -2.10839
H 1.49446 -0.15829 -1.02810
O -0.48506 2.28662 0.86433
H 0.47373 2.37229 1.18550
H -0.22308 1.27751 0.44451
O 1.83912 0.06245 2.11853
H 1.21499 -0.11391 1.44942
H 2.53137 -0.25578 1.58344
O -1.88739 0.38892 -1.44580
H -1.10888 -0.06083 -0.88638
H -2.17555 -0.31923 -1.90072
```

Computed properties:
ΔE to the lowest compared entry with this formula, charge and spin	269.49	kJ/mol
LUMO energy	3.56	eV
Kohn-Sham gap	9.66	eV
E_tot	-14543.52814	eV
total charge	-1

Population analysis type Löwdin, resulting atomic charges in e: -0.3958 -0.0144 -0.0751 0.0841 -0.0599 -0.1775 0.0659 0.0369 -0.1108 -0.0265 0.0546 -0.2175 0.0293 0.0483 -0.0311 -0.0699 0.0051 -0.0931 0.0163 -0.0688



- The highest total charge belongs to which entry?
  C6H16N6OS